Formula: C31H39Cl3CrN7O3PS2Si
Source: the OMol25 dataset
Level of theory: ωB97M-V/def2-TZVPD

Structure (ORCA input):
```
! wB97M-V def2-TZVPD RIJCOSX def2/J DEFGRID3
* xyz 0 5
Cr -0.0765 -2.0143 -0.7475
Cl 1.4761 -4.0118 -4.7182
Cl 2.4870 -1.4836 -5.6676
Cl 3.9430 -2.9418 -3.6454
S -1.9236 -4.9345 -4.4357
S -1.7677 -2.1671 -3.2016
P -1.8238 2.3286 3.2469
Si 2.7228 -1.4392 0.6371
O 1.2488 -0.6356 -3.2203
O 1.2515 -2.6075 -2.1465
O -0.8761 0.4102 -1.1052
N 0.8964 2.6352 3.8575
N 0.3007 2.9498 1.5259
N -1.3769 -3.7752 -0.8705
N 1.3127 -0.6293 0.0164
N -0.2560 4.6613 3.1588
N -1.6227 -4.5396 -1.9452
N -0.9453 -2.2252 1.2401
C -2.9744 1.3083 -3.9654
C -0.3021 1.8774 4.2256
C 2.3191 -2.5288 -4.2556
C -2.0463 -3.7974 -5.8200
C -1.8976 -4.1654 0.2394
C 1.2971 2.3743 2.5110
C 0.1379 4.4252 1.8051
C -2.1818 -3.7026 2.6636
C -0.6629 -1.4756 2.3074
C -1.8447 0.9635 -3.2428
C 0.2387 2.5177 -1.5725
C -1.6712 -3.3486 1.4149
C 2.3313 -3.2556 0.8674
C 0.7275 4.0683 4.0649
C -1.9178 -2.9001 3.7499
C -4.2982 1.2963 -1.9573
C 1.3846 3.3201 -1.4681
C 2.5097 1.4838 -0.3820
C 3.1965 -0.7834 2.3517
C -1.7242 -3.8456 -3.0684
C -1.0068 2.2312 1.5823
C 2.5182 2.7837 -0.8785
C 1.5265 -1.8153 -3.1021
C 4.2269 -1.2629 -0.4753
C -4.1980 1.4815 -3.3279
C 0.2439 1.2239 -1.0934
C -1.9622 0.8025 -1.8723
C 1.3822 0.6376 -0.4663
C -3.1724 0.9515 -1.2201
C -1.1321 -1.7664 3.5749
C -1.6117 4.1723 3.4387
H 2.0816 -3.7355 -0.0824
H -5.2545 1.4048 -1.4619
H 0.4148 4.2467 5.0932
H -5.0768 1.7382 -3.9045
H -1.8805 4.4551 4.4582
H 2.3826 -0.8794 3.0778
H 3.4161 1.0936 0.0629
H -2.7663 -4.6073 2.7598
H 1.6888 4.5588 3.9007
H 4.0335 -1.3740 2.7357
H -2.9036 1.4194 -5.0394
H 1.5237 -3.4357 1.5799
H -2.5218 -5.0519 0.2825
H -0.0914 0.8154 4.0904
H 1.3723 1.3083 2.3030
H 0.6862 2.8536 0.5708
H 3.5237 0.2595 2.3381
H 2.2528 2.8491 2.2897
H 4.7062 -2.2327 -0.6229
H 3.9418 -0.8914 -1.4610
H -0.8881 0.7801 -3.7166
H -1.6523 2.6513 0.8079
H 3.2255 -3.7520 1.2563
H -0.0030 -0.6380 2.1170
H 3.4262 3.3712 -0.8118
H -0.5992 4.8085 1.0996
H -2.8871 -3.1198 -5.6903
H -0.6516 2.9137 -2.0384
H -1.1289 -3.2244 -5.9326
H -0.8751 -1.1402 4.4179
H -2.3001 -3.1586 4.7287
H 1.1073 4.8814 1.6010
H -2.2039 -4.4238 -6.6979
H 1.3836 4.3209 -1.8783
H -3.2199 0.7671 -0.1534
H -2.3177 4.6763 2.7746
H 4.9745 -0.5834 -0.0581
H -0.8223 1.1911 1.3083
H -0.5038 2.0320 5.2876
*
```

Calculated values
Energy: -5666.05311 Ha
Highest occupied orbital energy (spin up / spin down): -6.86 / -7.02 eV

---

Formula: C22H42IN5O6P
Source: the OMol25 dataset
Level of theory: ωB97M-V/def2-TZVPD

Structure (ORCA input):
```
! wB97M-V def2-TZVPD RIJCOSX def2/J DEFGRID3
* xyz -1 1
I -3.2136 4.4525 0.1236
P 0.0075 -0.2248 3.9419
O -2.9395 -3.0613 1.1860
O -1.4035 -0.9531 -2.4719
O -1.5445 -3.2839 2.9150
O -2.2766 1.3314 -0.4815
O 1.9682 -2.7774 -0.1259
O 5.1712 0.1171 -3.0014
N -0.0570 -1.5063 4.8359
N 1.3052 -1.6399 -2.0256
N 5.5381 -2.0626 -3.5241
N -3.0802 -1.9555 -3.6237
N -2.6900 -0.5047 0.8044
C -3.4535 2.4179 2.4898
C -2.5451 -1.3788 -2.5369
C -2.1120 -1.0501 2.0863
C 4.9822 -3.3391 -3.9258
C 4.7635 -0.9775 -3.3429
C -2.1081 1.7675 2.8723
C 2.6098 3.6462 2.2330
C 1.1477 -2.0552 -0.6577
C -2.0613 0.7554 0.5599
C -4.4426 -2.4465 -3.6337
C 1.1882 3.8417 2.7761
C 0.5324 1.8507 -0.0337
C -3.4267 3.9182 2.1763
C 6.9674 -1.9439 -3.3044
C 0.0796 3.4801 1.7697
C -2.1846 -2.6134 2.0877
C -0.1001 -1.5985 0.1116
C -2.2650 -2.0899 -4.8182
C -0.7835 -0.2920 2.2326
C 0.0895 1.9656 1.4420
C 0.3213 -1.0174 1.4508
C -1.2171 1.1881 1.7574
H 2.6354 3.8134 1.1635
H 0.3609 -1.4371 -2.3847
H -2.8405 -2.5746 -5.6030
H -3.2301 -1.3209 -1.6775
H 0.8875 0.8645 -0.3012
H 3.9039 -3.2570 -4.0415
H -2.7131 4.4234 2.8118
H 2.9632 2.6522 2.4805
H 1.0663 4.8977 3.0152
H -0.2106 2.2463 -0.7116
H -0.5160 0.8774 4.6552
H 0.9999 3.2887 3.6962
H -4.0458 2.3878 3.4062
H 0.6419 -1.8590 2.0669
H 3.2652 4.3718 2.7010
H -1.3772 -2.6841 -4.5975
H 1.2268 -0.4321 1.3155
H -1.9403 -1.1055 -5.1585
H -2.8785 -0.7869 2.8169
H 5.4209 -3.6540 -4.8764
H 5.1968 -4.0940 -3.1671
H 0.9192 1.5538 2.0056
H -4.3911 4.3106 2.4716
H 1.3958 2.5050 -0.1261
H 0.2879 4.0673 0.8803
H -1.5767 2.5117 3.4567
H -4.9092 -2.2716 -2.6674
H -0.5822 -0.8894 -0.5366
H 1.3559 0.0442 3.6030
H 7.3857 -1.1908 -3.9740
H 7.4473 -2.9018 -3.4888
H 7.1607 -1.6310 -2.2777
H -0.8428 3.8604 2.1892
H 1.8115 -0.7591 -2.0229
H -2.3537 1.0031 3.5969
H -4.0454 1.8689 1.7638
H 3.6969 -1.1764 -3.5322
H -5.0184 -1.9305 -4.4059
H -0.5113 -1.3237 5.7192
H -4.4502 -3.5187 -3.8407
H -0.7248 -2.4837 0.2010
H -3.6389 -0.2265 1.0300
*
```

Calculated values
Energy: -2227.75933 Ha
Highest occupied orbital energy: -4.35 eV